Below is a molecular structure, C34H78BBeCaClF6N4O7P3S at a distorted geometry, with properties calculated with ωB97M-V with the def2-TZVPD basis set.

Properties
total charge = +1
strongest force on any atom = 6.2 eV/Å
HOMO = -9.262 eV
LUMO energy = -8.187 eV
electronic energy = -143830.090 eV
HOMO-LUMO gap = 0.0395 Eh

Each line ends with the Löwdin charge.
CARTESIAN COORDINATES (ANGSTROEM)
C  -6.68267  4.22108  -2.42878  -0.089
O  -7.82024  3.28632  -2.35738  -0.183
C  -7.23896  2.03837  -1.91562  -0.239
C  -7.81875  0.73516  -2.67791  -0.166
C  -6.51426  -0.05714  -3.26245  -0.196
C  -5.52184  -0.55243  -2.08660  -0.187
C  -4.01568  -0.42182  -2.64044  -0.178
C  -2.97682  0.19418  -1.52938  -0.177
C  -1.99058  -1.01214  -1.14142  -0.146
C  -0.85722  -0.61386  -0.02985  -0.348
C  -1.74773  -0.02681  1.21972  -0.078
C  0.02155  0.64790  -0.52397  -0.272
P  0.82597  1.63313  0.93520  0.942
O  0.48181  3.31222  0.79460  -0.307
O  2.52752  1.35314  0.97695  -0.436
N  1.08134  0.34235  -1.55755  -0.169
C  0.54397  0.51266  -2.98245  -0.005
C  0.85818  2.05560  -3.42033  -0.266
O  1.92029  2.43997  -3.93016  0.123
F  -0.21585  2.98816  -3.11191  -0.003
C  1.85651  -0.92071  -1.34536  -0.449
C  0.99459  -2.20427  -0.89591  -0.362
P  2.21612  -3.62937  -0.69550  0.758
N  3.69944  -3.06235  -0.32181  -0.307
C  0.01600  -1.92409  0.38159  -0.482
C  -0.84857  -3.26039  0.59836  -0.189
C  -1.79967  -3.24284  1.92384  -0.339
C  -1.66865  -4.66197  2.73194  -0.111
C  -3.39310  -3.14687  1.52487  -0.123
P  1.13523  -1.71252  1.89234  0.401
S  1.56722  -3.32941  2.88070  0.204
H  -5.95496  3.95300  -3.28924  0.102
H  -7.03361  5.30275  -2.60250  0.107
H  -6.05598  4.21846  -1.46061  0.096
H  -6.09565  2.12644  -2.09585  0.114
H  -7.45689  1.86802  -0.78389  0.134
H  -8.42803  1.03496  -3.60621  0.148
H  -8.35200  -0.02698  -1.98092  -0.111
H  -6.88598  -0.92594  -3.93764  0.125
H  -6.01946  0.69180  -3.99567  0.125
H  -5.72900  -1.68933  -1.96624  0.124
H  -5.70560  -0.04887  -1.07689  0.108
H  -3.93980  0.22329  -3.59747  0.108
H  -3.61806  -1.46777  -2.94834  0.116
H  -2.47939  1.08774  -2.04622  0.093
H  -3.61000  0.59817  -0.66784  0.112
H  -1.53936  -1.40818  -2.11731  0.109
H  -2.69598  -1.84702  -0.74830  0.115
H  -1.95795  1.10528  1.10686  0.097
H  -2.79319  -0.52718  1.13765  0.090
H  -1.34082  -0.32242  2.24255  0.055
H  -0.64272  1.46771  -1.01865  0.137
H  1.37770  3.75064  0.79856  0.059
H  2.88969  1.70643  1.83155  -0.200
H  1.78300  1.11922  -1.47306  0.094
H  -0.59164  0.41179  -3.04631  0.127
H  1.09238  -0.13338  -3.74672  0.152
H  2.37165  -1.20837  -2.34905  -0.022
H  2.73399  -0.66483  -0.63620  0.041
H  0.31016  -2.47504  -1.79753  0.127
H  2.31999  -4.30683  -1.95549  0.016
H  1.90062  -4.57644  0.32738  -0.012
H  3.98046  -3.51140  0.57883  -0.045
H  -0.18249  -4.20030  0.74705  0.070
H  -1.51573  -3.54188  -0.31086  0.129
H  -1.53999  -2.40336  2.65604  0.097
H  -0.64233  -5.15249  2.61342  0.037
H  -1.94524  -4.53509  3.85212  0.101
H  -2.43586  -5.43770  2.33056  0.065
H  -3.57260  -3.34443  0.40938  0.067
H  -3.99017  -3.96892  2.08228  0.064
H  -3.87177  -2.15145  1.89368  0.063
H  2.40662  -1.17696  1.42875  -0.022
H  0.66569  -0.74665  2.86040  -0.038
C  -1.60309  3.98120  -6.81976  -0.060
C  -3.10607  3.92652  -6.59325  -0.491
C  -3.61540  5.20343  -5.94349  -0.048
O  -3.41891  2.81243  -5.75751  -0.068
H  -1.06861  4.09108  -5.87011  0.071
H  -1.24920  3.05229  -7.27632  0.080
H  -1.33188  4.81624  -7.47110  0.080
H  -3.61610  3.77077  -7.54831  0.139
H  -3.15052  5.35483  -4.96371  0.089
H  -4.69466  5.14575  -5.77550  0.088
H  -3.40527  6.07590  -6.56696  0.055
H  -2.97140  2.94262  -4.91017  0.071
B  -8.30374  7.04367  -4.95292  -1.130
F  -8.32753  8.26003  -5.71396  0.048
F  -6.94461  6.74372  -4.56942  0.027
F  -9.11033  7.19991  -3.77635  0.048
F  -8.82315  5.96801  -5.75059  0.041
Ca  3.23322  2.27121  3.68333  1.335
C  -4.46555  -7.22379  0.66710  -0.069
C  -5.26506  -5.95246  0.69297  -0.241
N  -5.89763  -4.94713  0.71345  0.131
H  -5.13449  -8.08111  0.57541  0.078
H  -3.78014  -7.21426  -0.18236  0.075
H  -3.88895  -7.31898  1.58901  0.066
F  -5.74941  -2.21522  1.58148  -0.470
Cl  3.61390  0.05353  -2.48357  0.212
Be  -9.27777  -0.83103  -0.93123  0.765
C  6.37480  -3.40910  3.47162  -0.088
C  5.84095  -4.66344  4.13477  -0.316
O  5.00917  -4.31687  5.23411  -0.094
H  6.94510  -2.80997  4.18715  0.052
H  7.02091  -3.65864  2.62632  0.080
H  5.55265  -2.78122  3.11301  0.061
H  6.66306  -5.27663  4.50998  0.117
H  5.25854  -5.26291  3.42778  0.107
H  4.27890  -3.78068  4.88956  0.056
C  11.15595  1.59772  7.81762  -0.089
C  9.83107  0.94282  7.44411  -0.275
N  9.88822  0.13926  6.22513  -0.192
C  8.57012  -0.26086  5.73858  -0.262
C  7.74187  -1.19458  6.61969  -0.095
C  10.90654  -0.90604  6.19187  -0.246
C  10.85982  -1.97742  7.28142  -0.084
H  11.53684  2.21604  7.00043  0.080
H  11.01544  2.24306  8.68955  0.075
H  11.91632  0.85905  8.08215  0.067
H  9.10689  1.75314  7.29543  0.113
H  9.47388  0.35792  8.30070  0.098
H  8.67410  -0.71316  4.74603  0.107
H  7.98262  0.65100  5.56835  0.096
H  8.10816  -2.22073  6.57569  0.058
H  6.70655  -1.21400  6.26382  0.061
H  7.71900  -0.87516  7.66380  0.069
H  11.89177  -0.43016  6.22807  0.103
H  10.88703  -1.40052  5.21382  0.116
H  10.67182  -1.56119  8.27339  0.070
H  11.82168  -2.49947  7.32434  0.077
H  10.10211  -2.73389  7.07302  0.055
C  -4.42149  7.49647  -8.66954  -0.180
O  -5.13619  7.90080  -7.64961  0.172
H  -4.49553  8.08873  -9.60222  0.166
H  -3.32566  7.44958  -8.52849  0.091
H  -4.62553  6.47418  -9.05497  0.153